# 1
{
  "formula": "C49H45N5P3PbS2SbSe4",
  "method": "ωB97M-V/def2-TZVPD",
  "elements": ["Pb", "C", "P", "C", "C", "C", "C", "C", "C", "C", "C", "C", "C", "C", "C", "C", "C", "C", "C", "C", "P", "C", "C", "C", "C", "C", "C", "C", "C", "C", "C", "C", "C", "N", "H", "H", "H", "H", "H", "H", "H", "H", "H", "H", "H", "H", "H", "H", "H", "H", "H", "H", "H", "H", "H", "H", "H", "H", "H", "H", "N", "C", "N", "C", "C", "S", "C", "C", "S", "C", "N", "N", "H", "H", "H", "H", "H", "H", "Se", "Sb", "Se", "Se", "Se", "C", "P", "C", "C", "C", "C", "C", "C", "C", "C", "C", "C", "C", "C", "H", "H", "H", "H", "H", "H", "H", "H", "H", "H", "H", "H", "H"],
  "xyz": [[10.87476, 13.31900, 11.23331], [8.03866, 12.07226, 13.10136], [9.46410, 11.11778, 12.29080], [10.40916, 10.17022, 13.63618], [9.99886, 9.84613, 14.93145], [10.78570, 9.00224, 15.74168], [11.92076, 8.41412, 15.21973], [12.35052, 8.71707, 13.94708], [11.56972, 9.58055, 13.15975], [8.63639, 9.86294, 11.31322], [7.98842, 10.48298, 10.10091], [6.97337, 9.57536, 9.40730], [7.30431, 8.13712, 9.58214], [8.04778, 7.65156, 10.59567], [8.70348, 8.54758, 11.56070], [8.65880, 13.12480, 13.89249], [8.04432, 13.96762, 14.83140], [9.01089, 14.94285, 15.12452], [10.22493, 14.55107, 14.47890], [11.64879, 15.00490, 14.65312], [12.29296, 14.61774, 16.35724], [11.50432, 15.94399, 17.34612], [11.37644, 17.29975, 16.99882], [10.67297, 18.20147, 17.76186], [10.18293, 17.79481, 19.01650], [10.18522, 16.46601, 19.36468], [10.83900, 15.51404, 18.55972], [13.98339, 15.30133, 16.02304], [14.68480, 14.98770, 14.85059], [15.93712, 15.45020, 14.61272], [16.50730, 16.32041, 15.50421], [15.83864, 16.72512, 16.63661], [14.54328, 16.24687, 16.89240], [9.95208, 13.47187, 13.64881], [7.62850, 12.46945, 12.21540], [7.48660, 11.26613, 13.52600], [9.12745, 10.40934, 15.31156], [10.48310, 8.70932, 16.75393], [12.55147, 7.80629, 15.87456], [13.22972, 8.22716, 13.55364], [11.80011, 9.73227, 12.10053], [7.51551, 11.42532, 10.44531], [6.88501, 9.74015, 8.37696], [7.04897, 7.39076, 8.81860], [8.19400, 6.54530, 10.54629], [9.15757, 8.19651, 12.48626], [6.99225, 13.97921, 15.09040], [9.04912, 15.74163, 15.81594], [12.34396, 14.50930, 13.96150], [11.77663, 16.06757, 14.56440], [11.81084, 17.73336, 16.09863], [10.65345, 19.22380, 17.41774], [9.67349, 18.50538, 19.65855], [9.65521, 16.13779, 20.26737], [10.76196, 14.42134, 18.70782], [14.23853, 14.28885, 14.14768], [16.43039, 15.14744, 13.70091], [17.48239, 16.84232, 15.32015], [16.16582, 17.56871, 17.23897], [13.99145, 16.57768, 17.80203], [13.32126, 11.38084, 17.14971], [14.10208, 11.00489, 16.09226], [14.15958, 11.70943, 14.99634], [14.88193, 11.07564, 14.01662], [15.47609, 9.94841, 14.38386], [14.97358, 9.52101, 15.93700], [14.81989, 11.63239, 12.62899], [14.60212, 10.81429, 11.59231], [14.15633, 11.66138, 10.22470], [14.42590, 13.16772, 11.09934], [14.76918, 12.97829, 12.32072], [14.18247, 14.34148, 10.44492], [12.64071, 12.11747, 16.99410], [13.49818, 11.03796, 18.05518], [16.14638, 9.37161, 13.78766], [14.45530, 9.74899, 11.64898], [13.75600, 14.34042, 9.54184], [13.72435, 14.98156, 11.05436], [5.02650, 9.68336, 9.84458], [8.90995, 13.47532, 8.21291], [8.54605, 14.39958, 10.54679], [9.56190, 11.08434, 9.01371], [11.30316, 14.22757, 7.83857], [10.40195, 17.63813, 12.13921], [12.19715, 17.24402, 11.94148], [12.62397, 18.16275, 10.42975], [12.24759, 17.40957, 9.31996], [12.36142, 17.86946, 8.02499], [12.89394, 19.12798, 7.82421], [13.28789, 19.88761, 8.92860], [13.15215, 19.43068, 10.26272], [12.94335, 18.25273, 13.25553], [14.34854, 18.11758, 13.36179], [15.04378, 18.93458, 14.26865], [14.35162, 19.79319, 15.16030], [13.00537, 19.91612, 15.00963], [12.31183, 19.07514, 14.13307], [10.29504, 18.62992, 12.59133], [9.98461, 16.92832, 12.92376], [9.88246, 17.61877, 11.22025], [11.79549, 16.46579, 9.52398], [11.87295, 17.31158, 7.21805], [12.80980, 19.70149, 6.86801], [13.54988, 20.91920, 8.77917], [13.46220, 20.09080, 11.03960], [14.96336, 17.51604, 12.71430], [16.07154, 18.81760, 14.39094], [14.92302, 20.30286, 15.86805], [12.46294, 20.47582, 15.75200], [11.24691, 19.12839, 14.05089]],
  "forces_ev_per_angstrom": [[-0.043, -0.380, 0.556], [2.454, -1.899, -0.907], [0.177, 0.205, 1.725], [-0.603, -0.214, -0.674], [-0.071, 0.964, 0.552], [-1.061, 0.132, -0.230], [0.628, 0.050, 0.709], [-0.773, 0.322, -0.789], [0.626, -0.640, -0.431], [0.272, 0.294, 0.315], [-0.447, 0.387, 0.613], [-0.043, -1.113, 0.587], [0.779, -0.284, 0.024], [0.323, -0.938, -0.260], [-0.956, -0.316, -0.527], [-0.413, 0.906, 1.103], [0.326, 0.047, -1.041], [2.641, -0.803, -0.257], [-1.456, -0.286, -0.731], [-0.681, -0.571, 0.429], [0.378, -0.067, -0.771], [-1.136, -0.114, 1.772], [0.273, -0.322, -0.604], [0.471, -0.371, 1.313], [-0.607, 0.790, -0.856], [0.332, -1.330, 0.182], [0.358, 0.620, -1.823], [-0.235, 1.035, 0.611], [-1.573, -1.272, 0.460], [0.655, 0.007, -0.555], [1.921, 1.535, 0.391], [-1.480, 0.455, 0.330], [0.306, -0.419, 0.447], [0.301, 0.581, 0.968], [-1.314, 0.396, -0.916], [-1.019, -0.040, 0.749], [0.380, -0.710, 0.034], [-0.035, 0.434, -0.371], [-0.321, -0.035, -0.294], [0.094, 0.148, -0.133], [0.281, 0.052, 0.332], [0.022, -0.412, -0.501], [0.436, 0.659, -1.446], [-0.486, 0.656, 0.227], [0.168, 1.019, 0.657], [0.062, -0.132, -0.339], [0.163, -0.133, 0.048], [-0.555, 0.685, 0.757], [-0.503, 0.056, 0.036], [0.090, 0.672, -0.288], [0.115, -0.641, 0.031], [-0.265, 0.205, 0.177], [0.045, 0.028, -0.031], [0.310, 0.145, -0.314], [0.158, 0.796, 0.305], [0.298, 0.158, 0.117], [0.145, 0.005, -0.083], [-0.797, -0.846, -0.078], [0.437, -0.304, 0.043], [0.495, -0.227, -0.845], [0.230, -0.292, -0.986], [-0.436, 0.720, -0.706], [-0.495, 0.233, 0.140], [-0.620, 2.303, -0.843], [0.633, -0.895, -0.477], [0.390, -0.685, 1.624], [0.241, 0.009, 1.040], [-0.245, -1.389, 0.356], [-0.032, 0.843, -1.343], [-0.543, -1.229, -1.566], [0.057, 0.480, 1.034], [0.890, 0.209, 0.934], [0.281, 0.050, 0.047], [0.065, -0.278, 0.770], [0.221, -0.404, -0.087], [0.158, -0.073, -0.003], [-0.373, -0.475, -0.551], [-0.256, 0.941, 0.439], [0.061, 0.240, 0.519], [0.574, 0.215, -0.284], [-0.345, 0.331, 0.066], [0.046, -0.231, -0.585], [-0.434, -0.362, 0.115], [0.540, -0.281, 2.453], [-0.490, -0.307, 0.342], [-0.084, -0.120, 0.243], [0.254, 0.386, 0.043], [-0.722, -0.116, -0.500], [-0.296, 1.652, -0.125], [-0.431, -0.318, 0.747], [0.203, -0.102, -2.071], [1.783, -1.038, -0.662], [0.409, 1.906, 0.857], [-2.383, -0.337, 0.173], [0.697, -1.383, -2.372], [-0.814, -0.822, 0.921], [-0.356, 1.175, -0.051], [-0.075, 0.047, -0.420], [0.244, 0.515, -1.216], [-0.614, -0.409, -0.932], [-0.310, -0.769, -0.285], [0.502, 0.000, 0.283], [0.347, -1.025, 0.618], [0.377, 0.269, -0.107], [0.012, 0.147, 0.735], [-0.288, -0.458, -0.250], [1.596, -0.128, -0.007], [0.576, 0.964, 1.147], [-0.318, 0.415, -0.065], [-0.466, 0.250, 0.344]],
  "mulliken_charge": [1.542, -1.696, -0.002, 0.529, -0.221, -0.761, -0.521, -0.782, -0.015, -0.523, 0.528, -1.102, -0.436, -0.735, 0.218, 0.479, -2.490, -0.089, -1.709, 2.362, -0.343, 0.281, 0.270, -0.596, -0.602, -0.515, -0.697, 0.516, 0.494, -0.730, -0.218, -0.853, -0.120, 1.037, 0.617, 0.691, 0.280, 0.351, 0.420, 0.368, 0.459, 0.091, 0.393, 0.340, 0.220, 0.445, 0.374, 0.676, -0.237, -0.570, 0.043, 0.414, 0.334, 0.333, 0.319, -0.225, 0.517, 0.327, 0.349, 0.312, -0.212, 0.314, 0.217, -0.563, -0.122, -0.383, -0.001, -0.382, -0.096, 0.027, -0.104, -0.390, 0.068, 0.191, 0.591, 0.348, 0.340, 0.002, -0.570, -0.133, -0.763, -0.202, -0.679, -1.299, 1.583, 0.646, -0.559, -0.513, -0.529, -0.446, -0.552, 0.696, -0.887, -0.993, -0.761, -0.335, -0.480, 0.440, 0.142, 0.563, 0.316, 0.364, 0.250, 0.352, 0.439, 0.425, 0.594, 0.496, 0.346, 0.064],
  "charge": -2,
  "homo_ev": -1.39,
  "spin_multiplicity": 1,
  "gap_ev": 4.69
}

---

# 2
{
  "formula": "C49H46CuN5OSTe",
  "method": "ωB97M-V/def2-TZVPD",
  "elements": ["Cu", "N", "C", "C", "C", "C", "C", "C", "S", "N", "C", "C", "C", "C", "C", "C", "N", "H", "H", "H", "H", "H", "H", "H", "H", "H", "C", "C", "C", "C", "C", "C", "N", "C", "C", "C", "C", "C", "C", "H", "H", "H", "H", "H", "H", "H", "H", "H", "H", "C", "C", "C", "C", "C", "C", "Te", "N", "C", "O", "C", "C", "C", "C", "C", "C", "C", "C", "C", "C", "C", "C", "C", "C", "C", "C", "C", "C", "H", "H", "H", "H", "H", "H", "H", "H", "H", "H", "H", "H", "H", "H", "H", "H", "H", "H", "H", "H", "H", "H", "H", "H", "H", "H", "H"],
  "xyz": [[-1.07334, -1.94303, 3.15427], [1.11807, 1.21672, 0.72608], [2.47879, 0.85869, 0.59763], [3.48204, 1.69158, 1.06172], [4.80982, 1.33871, 0.85922], [5.12839, 0.14585, 0.22670], [4.11692, -0.70941, -0.19277], [2.79086, -0.34453, -0.02232], [1.45889, -1.36110, -0.57211], [0.24478, -0.96203, 0.55087], [0.18609, 0.24029, 0.95926], [-2.17119, -0.09841, 1.28545], [-3.04107, 0.43340, 0.35490], [-4.17823, -0.28595, 0.02852], [-4.39656, -1.50645, 0.64534], [-3.47026, -1.96345, 1.56405], [-2.37008, -1.27288, 1.88239], [0.94519, 2.11383, 1.15292], [3.22195, 2.61050, 1.57504], [5.59554, 1.99584, 1.20735], [6.16292, -0.13044, 0.07400], [4.35413, -1.65850, -0.65697], [-2.81726, 1.39032, -0.09447], [-4.88086, 0.10347, -0.69647], [-5.26864, -2.10398, 0.42255], [-3.59812, -2.91213, 2.06724], [-1.64376, -4.68671, 7.72107], [-0.29232, -4.81429, 7.42459], [0.28547, -4.09090, 6.39543], [-0.47371, -3.19776, 5.62272], [-1.83434, -3.07691, 5.93820], [-2.40865, -3.81211, 6.96222], [0.05322, -2.50419, 4.53666], [1.37092, -2.06552, 4.56567], [2.09216, -1.94682, 3.36669], [3.37108, -1.41295, 3.34311], [3.98829, -0.99408, 4.51456], [3.29200, -1.11457, 5.71189], [2.00848, -1.63438, 5.74304], [-2.08943, -5.25660, 8.52544], [0.32240, -5.49942, 7.99636], [1.33501, -4.22561, 6.16735], [-2.43679, -2.37394, 5.37072], [-3.46332, -3.68800, 7.17746], [1.62492, -2.28915, 2.44956], [3.89667, -1.33472, 2.39903], [4.99210, -0.58896, 4.49512], [3.75039, -0.78953, 6.63908], [1.47576, -1.69601, 6.68317], [-5.69473, 2.00300, -6.53732], [-4.59936, 1.58047, -5.59683], [-4.66410, 0.37905, -4.90845], [-3.65336, -0.02809, -4.04049], [-3.78943, -1.36656, -3.36147], [-2.54323, 0.80112, -3.85438], [-0.99735, 0.17441, -2.53543], [-0.99407, 0.63621, 1.64028], [-1.09044, 1.37244, 2.83846], [-2.14199, 1.40590, 3.42728], [0.10869, 2.13896, 3.30301], [1.09655, 1.53064, 4.06511], [2.17010, 2.28894, 4.51348], [2.25626, 3.63791, 4.20102], [1.26302, 4.24316, 3.44105], [0.18371, 3.49559, 2.99422], [0.60573, 0.24859, -3.92703], [1.70270, 1.09527, -3.73192], [1.85803, 2.06402, -2.58883], [2.74688, 1.06348, -4.65954], [2.72866, 0.23213, -5.76369], [3.86216, 0.21307, -6.75194], [1.62460, -0.59619, -5.93776], [0.56756, -0.60846, -5.04034], [-0.58388, -1.54505, -5.29307], [-2.46386, 2.03184, -4.52648], [-1.30403, 2.97430, -4.35748], [-3.49196, 2.39281, -5.39005], [-6.48717, 1.25693, -6.58155], [-5.30771, 2.14542, -7.54765], [-6.13772, 2.94925, -6.22202], [-5.52334, -0.26783, -5.05094], [-3.08192, -2.08939, -3.77837], [-4.79639, -1.75947, -3.49923], [-3.58378, -1.31320, -2.29204], [1.03926, 0.47618, 4.30676], [2.93974, 1.80955, 5.10279], [3.09628, 4.22206, 4.55423], [1.32148, 5.29804, 3.20647], [-0.60650, 3.96391, 2.41833], [0.96500, 2.13460, -1.97408], [2.09581, 3.05833, -2.97301], [2.68529, 1.75800, -1.94654], [3.59634, 1.72096, -4.50297], [4.63972, 0.92370, -6.47463], [3.51136, 0.46763, -7.75349], [4.31399, -0.77883, -6.80774], [1.58862, -1.25880, -6.79628], [-0.38074, -2.17339, -6.15914], [-1.50895, -0.99444, -5.48019], [-0.75812, -2.18895, -4.42855], [-1.06802, 3.12164, -3.30201], [-1.53024, 3.94218, -4.80395], [-0.40421, 2.58116, -4.83322], [-3.42624, 3.34210, -5.91191]],
  "forces_ev_per_angstrom": [[-0.020, 0.023, -0.001], [0.013, -0.001, 0.035], [-0.013, -0.016, -0.011], [-0.005, -0.009, 0.007], [0.006, -0.009, -0.003], [-0.004, 0.007, -0.002], [0.005, 0.018, 0.004], [0.025, -0.025, 0.005], [0.019, 0.025, 0.018], [0.024, -0.097, -0.091], [-0.055, 0.157, -0.023], [-0.026, -0.012, -0.016], [-0.031, 0.007, 0.036], [-0.021, 0.031, 0.047], [0.015, -0.011, 0.010], [-0.011, -0.013, -0.022], [0.019, 0.035, 0.038], [0.006, -0.003, 0.001], [0.001, 0.000, 0.001], [0.000, -0.001, 0.000], [0.001, 0.002, 0.001], [-0.001, -0.001, -0.002], [-0.010, 0.008, 0.013], [-0.001, 0.008, 0.000], [-0.002, -0.001, -0.001], [-0.004, 0.005, 0.008], [0.004, 0.001, -0.004], [-0.002, -0.001, 0.008], [-0.001, 0.005, -0.012], [-0.013, -0.021, 0.020], [0.000, 0.011, -0.002], [-0.001, 0.001, 0.000], [0.009, 0.026, -0.023], [0.014, 0.005, -0.001], [-0.006, 0.008, 0.013], [-0.007, 0.008, -0.001], [0.003, 0.011, 0.006], [0.002, 0.002, -0.008], [-0.002, -0.010, 0.000], [0.000, 0.000, 0.000], [0.001, 0.000, -0.001], [0.002, 0.001, 0.001], [-0.002, 0.000, 0.000], [0.000, 0.001, -0.001], [0.002, 0.000, -0.010], [-0.006, -0.002, 0.016], [-0.003, 0.001, 0.000], [0.002, -0.002, 0.003], [0.001, -0.002, 0.005], [0.003, 0.001, 0.002], [-0.006, -0.001, -0.001], [-0.030, 0.004, 0.007], [-0.053, -0.035, 0.012], [0.038, -0.050, -0.004], [0.085, 0.109, -0.008], [0.120, 0.041, -0.003], [0.051, -0.098, 0.193], [-0.019, -0.035, -0.033], [-0.022, 0.060, -0.074], [-0.023, 0.014, -0.027], [0.032, -0.006, -0.051], [0.004, -0.024, 0.009], [-0.005, 0.011, -0.007], [0.010, -0.008, 0.003], [-0.030, 0.001, 0.032], [0.020, 0.086, 0.038], [-0.007, -0.029, -0.053], [-0.051, -0.001, -0.015], [-0.017, -0.025, -0.004], [-0.010, 0.002, -0.001], [0.001, 0.003, 0.001], [0.003, -0.003, -0.019], [-0.047, -0.067, -0.017], [0.019, 0.018, -0.035], [-0.016, -0.010, -0.003], [-0.005, -0.004, 0.005], [0.006, -0.020, 0.019], [0.000, 0.001, 0.000], [0.000, 0.000, 0.000], [0.001, -0.001, 0.000], [-0.002, -0.001, -0.001], [-0.027, 0.043, 0.025], [-0.013, -0.017, -0.005], [-0.018, -0.027, -0.078], [0.011, -0.018, 0.009], [0.003, -0.011, 0.004], [0.000, -0.001, 0.001], [0.002, -0.002, -0.003], [0.001, -0.008, 0.008], [-0.028, -0.006, 0.009], [-0.005, -0.003, -0.003], [0.018, -0.009, 0.019], [0.000, 0.000, 0.000], [0.000, 0.000, 0.000], [0.001, 0.000, 0.000], [0.000, 0.000, 0.001], [0.000, 0.000, -0.002], [0.007, -0.006, -0.009], [0.035, -0.031, -0.005], [0.013, 0.005, -0.014], [0.009, -0.006, 0.011], [-0.002, -0.005, 0.006], [0.014, -0.002, -0.003], [0.001, -0.001, 0.001]],
  "mulliken_charge": [-0.940, 0.685, -0.623, -0.422, -0.891, -0.617, -1.142, 1.843, -0.199, -0.211, -0.933, -0.105, -0.786, -0.565, -0.744, -0.247, 0.295, 0.271, 0.404, 0.429, 0.419, 0.496, 0.658, 0.432, 0.456, 0.458, -0.488, -0.642, -0.120, 0.369, -0.409, -0.667, -0.173, 0.228, -0.489, -0.240, -0.783, -0.844, 0.343, 0.376, 0.344, 0.453, 0.295, 0.372, 0.534, 0.465, 0.416, 0.365, 0.545, -1.586, 0.596, -0.895, 1.073, -1.449, -0.040, 1.044, 1.204, 0.162, -0.559, -0.608, 0.664, -0.505, -0.647, -0.716, 0.190, 0.229, 1.013, -1.998, -0.947, 0.757, -1.591, -1.014, 0.840, -1.389, 1.050, -1.358, -1.034, 0.355, 0.341, 0.352, 0.302, 0.212, 0.406, 0.044, 0.240, 0.439, 0.420, 0.405, 0.509, 0.015, 0.562, 0.373, 0.352, 0.366, 0.353, 0.345, 0.367, 0.413, 0.231, 0.193, 0.184, 0.427, 0.247, 0.386],
  "e_above_lowest_kcal_mol": 0.00,
  "charge": 0,
  "homo_ev": -6.32,
  "spin_multiplicity": 1,
  "gap_ev": 6.29
}